C6H8O4 | wB97M-V/def2-TZVPD

Energy above the lowest of the compared OMol25 structures with the same formula, charge and spin: 434.2 kJ/mol
Maximum force: 4.49 eV/Å
E_tot: -534.24275 Ha
Orbital gap (spin up / spin down): 8.229 / 8.230 eV

```
! wB97M-V def2-TZVPD RIJCOSX def2/J DEFGRID3
* xyz 0 1
O -1.95194 1.61844 -0.36911
O -2.04575 -0.21852 -1.65223
O 0.66009 1.66899 -1.88075
O -0.60771 -1.99707 0.13597
C 0.95197 -0.18230 -0.20158
C -1.47504 0.55598 -0.70991
C -0.69401 -0.20094 1.76121
C -0.39470 -0.81308 0.38394
C 0.52224 0.73483 -0.98273
C 2.27091 -0.78254 0.12940
H 3.05719 -0.41396 -0.53036
H -2.86454 0.22335 -1.94148
H -1.75182 -0.35240 1.97441
H 0.16412 2.46339 -1.60383
H -0.48590 0.86633 1.80729
H -0.09255 -0.73579 2.49883
H 2.19478 -1.86708 0.01616
H 2.54265 -0.56763 1.16476
*
```